[1]
DFT (ωB97M-V with the def2-TZVPD basis set) results for an isolated molecule of C4H8N2O.

Geometry as XYZ:
```
15
Properties=species:S:1:pos:R:3:lowdin_charge:R:1
C 0.57451 1.42949 -0.12487 -0.017
C 0.64274 -0.05735 0.25720 -0.586
O 0.66271 -0.21638 1.65521 0.003
C 1.84815 -0.68509 -0.31710 -0.150
N 2.71113 -1.21617 -0.87325 0.174
C -0.53669 -0.82829 -0.35146 -0.218
N -1.77236 -0.30464 0.22076 0.018
H 1.41248 1.96306 0.32867 0.093
H -0.36108 1.85322 0.25718 0.083
H 0.60810 1.57236 -1.21083 0.093
H -0.25459 -0.04423 1.92728 0.096
H -0.43894 -1.90841 -0.23434 0.130
H -0.54239 -0.60812 -1.42734 0.125
H -2.41494 -1.03260 0.52275 0.084
H -2.13884 0.08317 -0.62985 0.071
```

Results
Frontier orbital gap: 10.990 eV
Strongest force on any atom: 1.484 eV/A
Net charge: 0
LUMO: 0.59 eV
Energy above the lowest of the compared OMol25 structures with the same formula, charge and spin: 1.6398 eV
Multiplicity: 1


[2]
DFT (ωB97M-V with the def2-TZVPD basis set) results for an isolated ion of composition C8H24N4P and charge +1.

Geometry as XYZ:
```
37
Properties=species:S:1:pos:R:3:lowdin_charge:R:1
C 0.20306 -3.21113 0.07547 -0.086
C -1.10961 -2.52110 -0.02278 -0.271
N -1.08786 -1.19566 -0.63076 -0.076
P -0.03917 0.07652 -0.12723 0.934
C -0.37930 1.49687 -1.20161 -0.335
N -1.71298 2.10275 -0.99179 -0.155
C -1.64478 3.32615 -1.87731 -0.128
N -0.29791 0.50636 1.49501 -0.328
C -1.26875 -0.16632 2.26347 -0.142
C 0.52926 1.56308 2.19086 -0.049
N 1.67827 -0.11717 -0.40999 -0.313
C 2.61090 -0.56419 0.69085 -0.089
C 2.08718 -0.76368 -1.66049 -0.134
H 0.60790 -3.54917 -0.91031 0.095
H 0.99550 -2.64469 0.58673 0.054
H 0.07666 -4.17916 0.48730 0.074
H -1.35955 -2.47322 1.01771 0.082
H -1.79149 -3.00375 -0.59696 0.097
H -1.41054 -0.94939 -1.50895 0.070
H -0.07399 1.13916 -2.27428 0.143
H 0.40347 2.19880 -0.85193 0.089
H -1.76573 2.45599 0.00308 0.116
H -1.70429 3.01131 -2.97903 0.108
H -2.47556 4.04047 -1.58333 0.096
H -0.71130 3.87283 -1.55849 0.081
H -2.24775 -0.13209 1.62006 0.128
H -0.94327 -1.22472 2.53254 0.100
H -1.54909 0.28828 3.19866 0.085
H 1.16789 2.08747 1.60865 0.040
H -0.17993 2.29359 2.64300 0.109
H 1.06980 1.01642 2.96473 0.092
H 2.43067 -0.01622 1.57278 0.035
H 2.58035 -1.62631 0.92416 0.064
H 3.69612 -0.42267 0.34733 0.122
H 3.07350 -1.24974 -1.51496 0.087
H 1.22557 -1.44060 -2.12247 0.114
H 2.39669 0.05478 -2.36188 0.090
```

Results
Frontier orbital gap: 10.601 eV
Strongest force on any atom: 5.488 eV/A
Net charge: +1
LUMO: -2.25 eV
Energy above the lowest of the compared OMol25 structures with the same formula, charge and spin: 0.3252 eV
Multiplicity: 1


[3]
DFT (ωB97M-V with the def2-TZVPD basis set) results for C49H55AsN7NaO2SSi2 as an isolated structure.

Geometry as XYZ:
```
118
Properties=species:S:1:pos:R:3:lowdin_charge:R:1
Na -1.08351 2.00650 -1.24398 0.272
C -0.53680 5.67167 1.75299 -0.192
Si -0.27334 3.79415 1.57560 0.318
C 1.26160 3.62572 0.47505 -0.174
C 0.28674 3.23424 3.31112 -0.186
N -1.51079 2.92674 0.87324 -0.101
C -2.83090 2.84221 1.22493 -0.356
C -3.36288 3.44012 2.37843 -0.096
C -4.71450 3.37413 2.74507 -0.186
C -5.58949 2.67619 1.93532 -0.183
C -5.09764 2.04021 0.79051 -0.097
C -3.74751 2.06146 0.39308 -0.351
N -3.26590 1.38582 -0.68781 -0.088
Si -4.12015 0.54403 -1.85190 0.329
C -5.08445 -0.99412 -1.25844 -0.187
C -2.92968 -0.13723 -3.15301 -0.177
C -5.37500 1.58980 -2.82921 -0.188
H 0.37818 6.16665 2.09880 0.008
H -1.33764 5.90098 2.46110 0.005
H -0.81726 6.10195 0.78716 0.019
H 2.04883 4.32763 0.77324 0.021
H 1.01369 3.82087 -0.57375 0.020
H 1.67717 2.61577 0.53207 -0.027
H 1.24479 3.69208 3.58594 0.014
H 0.41394 2.14790 3.35124 -0.013
H -0.44996 3.50488 4.07387 0.010
H -2.68128 3.99430 3.02003 0.067
H -5.05647 3.87183 3.64775 0.067
H -6.64478 2.60229 2.18187 0.070
H -5.79525 1.47002 0.18284 0.067
H -4.40397 -1.65395 -0.70927 0.004
H -5.48735 -1.55271 -2.11214 0.008
H -5.91149 -0.74271 -0.58905 0.006
H -2.33569 -0.96905 -2.76263 -0.011
H -2.23571 0.63675 -3.49913 0.016
H -3.48890 -0.49195 -4.02681 0.017
H -6.09912 2.07058 -2.16595 0.007
H -5.92329 0.98963 -3.56470 0.007
H -4.83896 2.38132 -3.36201 0.017
C 2.96458 1.24720 -4.22408 -0.026
C 1.61517 1.79434 -3.75424 -0.374
O 1.12223 1.24735 -2.76306 0.000
C 1.00231 2.86887 -4.50131 -0.099
C 1.58489 3.28876 -5.71996 -0.085
C 1.02952 4.25201 -6.51894 -0.142
C -0.18233 4.85182 -6.09863 -0.124
C -0.78071 4.49638 -4.93030 -0.020
C -0.22608 3.49265 -4.04110 -0.368
O -0.79051 3.23078 -2.95997 -0.054
H 3.32548 0.55777 -3.46272 0.041
H 3.70146 2.03577 -4.37902 0.078
H 2.85516 0.70735 -5.16863 0.084
H 2.50538 2.82044 -6.04782 0.088
H 1.49830 4.54141 -7.45101 0.075
H -0.64324 5.61304 -6.72179 0.088
H -1.70618 4.95602 -4.60418 0.106
N 1.49011 -1.54071 -2.81797 0.108
C 0.95758 -2.41326 -1.93946 -0.835
S -0.16763 -1.91986 -0.82826 0.732
N 1.47772 -3.69105 -2.08404 0.066
C 1.31066 -4.82940 -1.27338 -0.247
C 0.12329 -5.14798 -0.61353 -0.040
C 0.04464 -6.31572 0.13128 -0.087
C 1.11576 -7.19314 0.21470 -0.119
C 2.28774 -6.89004 -0.46319 -0.113
C 2.38557 -5.71690 -1.19360 -0.060
H 1.31673 -0.54784 -2.65509 0.041
H 2.32467 -1.77894 -3.32940 0.093
H 2.32248 -3.72796 -2.63147 0.120
H -0.71394 -4.47519 -0.67749 0.055
H -0.87773 -6.53808 0.65467 0.102
H 1.03800 -8.10024 0.80111 0.091
H 3.13840 -7.55964 -0.41527 0.095
H 3.31101 -5.47061 -1.70440 0.104
C 4.89042 1.93198 4.36227 -0.114
C 4.80508 2.21930 3.00649 -0.095
C 3.87829 1.56145 2.21085 -0.118
C 3.02930 0.60026 2.75285 -0.367
C 3.11596 0.32476 4.11337 -0.105
C 4.04114 0.98397 4.91326 -0.101
As 1.63224 -0.21135 1.61042 1.371
C 2.92738 -1.03356 0.39228 -0.334
C 3.56145 -0.42509 -0.67905 -0.107
C 4.52207 -1.12984 -1.39817 -0.111
C 4.83195 -2.44025 -1.05356 -0.104
C 4.17603 -3.06093 0.00260 -0.050
C 3.21548 -2.36220 0.72562 -0.198
C 2.43252 -2.89094 1.85939 -0.192
C 2.44469 -4.21009 2.30050 -0.035
C 1.63252 -4.58672 3.35946 -0.093
C 0.80314 -3.65641 3.97493 -0.089
C 0.77423 -2.34176 3.52629 -0.115
C 1.59320 -1.95731 2.47649 -0.338
H 5.60922 2.45021 4.98572 0.090
H 5.45358 2.96746 2.56615 0.096
H 3.81514 1.81348 1.15880 0.086
H 2.45989 -0.41278 4.56047 0.088
H 4.09228 0.75773 5.97207 0.093
H 3.29190 0.58346 -0.97340 0.100
H 5.02896 -0.65452 -2.23043 0.093
H 5.59243 -2.97987 -1.60708 0.092
H 4.41885 -4.08463 0.26324 0.099
H 3.06022 -4.94994 1.80257 0.096
H 1.62836 -5.61827 3.69164 0.094
H 0.15349 -3.96097 4.78666 0.097
H 0.08682 -1.63256 3.97106 0.101
N -4.53862 -3.56277 2.32736 0.085
C -3.74774 -2.39809 2.32792 -0.401
C -2.43880 -2.41122 1.85475 -0.127
N -1.69902 -1.31182 1.83900 0.050
C -2.25486 -0.19520 2.29713 -0.116
C -3.55109 -0.19546 2.80422 -0.091
N -4.29718 -1.29908 2.82781 0.128
H -4.34443 -4.15186 1.53026 0.069
H -5.51653 -3.30582 2.34033 0.073
H -1.98766 -3.32118 1.46783 0.093
H -1.68351 0.72380 2.21650 0.083
H -3.99452 0.72246 3.17324 0.093
```

Results
Frontier orbital gap: 3.598 eV
Strongest force on any atom: 0.498 eV/A
Net charge: -2
LUMO: 3.52 eV
Energy above the lowest of the compared OMol25 structures with the same formula, charge and spin: 0.0000 eV
Multiplicity: 1


[4]
DFT (ωB97M-V with the def2-TZVPD basis set) results for a 8-piece molecular cluster, C27H46O11 overall.

Geometry as XYZ:
```
84
Properties=species:S:1:pos:R:3:lowdin_charge:R:1
O 37.97000 29.35100 12.43900 0.095
C 38.08400 28.55200 13.37600 -0.404
C 38.30100 28.95800 14.67400 0.101
C 38.34400 28.02200 15.89800 -0.060
O 38.51700 28.37600 17.26100 0.091
C 38.49100 26.58900 15.67700 -0.313
O 38.61800 25.73200 16.55700 0.105
C 38.28300 26.12100 14.20100 0.137
C 38.17200 27.13900 13.08600 -0.231
O 38.09500 26.73600 11.86700 0.108
H 38.25900 30.01000 14.84700 0.103
H 38.56700 29.32200 17.18600 0.032
H 38.58200 25.17600 13.83900 0.068
H 38.39200 27.45700 11.36200 0.068
C 37.24000 28.18000 7.00300 -0.035
C 38.26300 27.77300 7.95600 -0.507
C 39.35200 26.69700 7.43600 -0.005
O 38.32400 28.04300 9.09300 0.080
H 37.49900 28.55200 6.02200 0.075
H 36.45600 28.89700 7.43800 0.102
H 36.59800 27.30000 6.49300 0.142
H 39.83900 26.20400 8.21800 -0.003
H 39.96300 27.27900 6.66400 0.104
H 38.90800 25.84500 6.87500 0.082
C 35.16300 25.04800 12.54500 -0.022
C 34.96800 26.45400 11.87300 -0.417
C 35.11400 26.53200 10.34700 -0.027
O 34.61400 27.42700 12.58100 0.029
H 34.22200 24.40900 12.53400 0.116
H 35.46000 24.95100 13.47900 -0.002
H 36.04400 24.53300 12.15200 0.062
H 36.16500 26.36000 10.06400 0.058
H 34.84700 27.59300 10.09300 0.088
H 34.48700 25.74200 9.79600 0.111
C 38.50700 32.72500 19.40900 0.008
C 39.06100 32.32100 17.99100 -0.320
C 39.88100 33.26800 17.28400 -0.013
O 38.64600 31.19700 17.48000 -0.004
H 39.09100 32.89600 20.23800 0.060
H 38.10400 32.04600 19.98600 0.018
H 37.75300 33.51600 19.37500 0.102
H 39.37600 34.14300 17.52700 0.075
H 40.01200 33.32500 16.24900 0.083
H 40.85000 33.28800 17.67800 0.092
C 39.76600 23.29100 18.35400 -0.021
C 40.05400 21.93400 18.96500 -0.472
C 38.88000 20.98300 19.07100 -0.027
O 41.02600 21.71500 19.67800 0.037
H 40.66100 23.97000 18.32400 0.107
H 39.06800 23.75100 18.97300 0.068
H 39.51200 23.23500 17.36300 0.029
H 39.37400 19.96500 19.46000 0.132
H 38.44400 20.76500 18.01800 0.103
H 38.16200 21.40000 19.61800 0.018
C 38.48000 19.93800 13.03000 0.007
C 38.21500 21.13700 13.89600 -0.399
C 37.19800 22.23500 13.56300 -0.008
O 38.82100 21.37000 14.96200 0.021
H 39.05500 20.28500 12.16600 0.093
H 37.59600 19.51200 12.84900 0.044
H 39.02400 19.16900 13.38600 0.049
H 36.40800 22.42300 14.17600 0.050
H 36.78400 22.02500 12.45700 0.136
H 37.61500 23.12500 13.42000 -0.009
C 36.11200 30.91200 10.34700 0.011
C 36.95400 31.47000 9.10200 -0.432
C 38.44100 31.44700 9.32400 -0.038
O 36.55400 31.61600 7.93800 0.011
H 36.46200 29.84800 10.43600 0.086
H 35.10400 30.85000 10.10500 0.049
H 36.13300 31.52100 11.12300 0.019
H 38.49400 31.88800 10.33100 0.085
H 38.71500 32.02700 8.35500 0.116
H 39.03200 30.54800 9.18800 0.063
C 40.01500 24.51400 10.22600 -0.046
C 40.21200 23.16600 10.76400 -0.434
C 41.08400 22.82900 11.98400 -0.009
O 39.55900 22.20200 10.25800 0.000
H 40.08500 25.23900 11.02700 0.063
H 38.96400 24.69900 9.67500 0.142
H 40.90400 24.82500 9.61400 0.105
H 41.96200 23.32000 11.90100 0.029
H 41.40400 21.79400 12.20100 0.097
H 40.62000 23.12700 12.94400 0.091
```

Results
Frontier orbital gap: 6.900 eV
Strongest force on any atom: 8.621 eV/A
Net charge: 0
LUMO: -1.94 eV
Energy above the lowest of the compared OMol25 structures with the same formula, charge and spin: 0.0000 eV
Multiplicity: 1